Record 1
Computed, not measured: a structure of composition C25H33IrN4O2S3, with wB97M-V/def2-TZVPD.

The geometry in XYZ format:
```
68
Properties=species:S:1:pos:R:3:mulliken_charge:R:1
H 0.372 4.701 0.782 0.506
O -3.304 -2.043 6.498 -0.517
C -2.131 -2.622 6.138 0.364
H 4.325 4.014 -1.849 0.417
H -2.772 -3.277 -1.817 0.426
N 1.432 0.234 4.341 -0.193
C 1.469 0.173 3.006 0.857
C 0.551 1.065 5.145 -0.856
H -0.489 4.615 -0.751 0.350
C -2.091 -1.341 3.953 -0.760
S 2.402 -0.228 -0.869 -0.585
H -4.698 -1.490 -0.521 0.395
C 1.254 3.377 -0.617 1.142
N 2.308 -0.688 2.450 -0.022
C -1.699 -2.430 4.728 1.046
H -1.995 -2.718 -3.301 0.389
C -1.896 -1.330 -1.669 -0.162
Ir 0.173 0.301 -0.196 1.435
H 2.324 5.213 -0.953 0.460
H 0.598 0.350 -3.501 0.350
H 3.771 -1.307 3.837 0.401
H -3.995 -0.931 0.986 0.394
N 1.302 2.049 -0.734 -0.177
H -1.875 -0.297 2.098 -0.138
C 2.487 1.479 -1.095 0.534
S -0.026 -1.946 0.514 -0.535
C -1.388 0.942 -1.585 0.195
H -4.059 1.639 -0.034 0.435
C -2.228 0.615 -0.494 0.468
H 0.325 -3.935 2.462 0.525
C -2.671 -0.792 -0.707 1.373
C 0.050 4.026 -0.011 -1.094
H -2.611 2.595 0.274 0.426
C -0.822 -3.362 4.174 -0.878
C 3.460 3.466 -1.494 -0.251
C -3.771 -1.459 0.060 -2.128
H -0.117 0.440 5.736 0.246
C -0.129 -0.452 -3.369 -2.077
C -1.597 -1.164 2.674 -0.546
H -0.517 -4.209 4.775 0.433
H -3.511 -2.485 0.329 0.413
C -0.707 -2.083 2.116 1.124
C 2.348 4.135 -1.020 -0.934
C -1.923 -2.718 -2.210 -1.961
C -1.298 2.237 -2.328 -1.655
H -3.756 -1.712 5.716 0.363
H -0.616 3.280 0.413 -0.229
H 2.324 -2.350 3.743 0.419
C -0.894 -0.307 -2.085 2.046
H -2.751 -0.579 4.358 0.412
O -1.507 -3.247 6.950 -0.580
H -0.286 2.506 -2.624 0.285
C -3.025 1.588 0.322 -1.806
H -1.881 2.127 -3.248 0.422
H -3.066 1.304 1.375 0.225
H -1.738 3.058 -1.767 0.377
N 3.553 2.139 -1.508 -0.638
H 2.247 -0.753 1.440 -0.098
H 0.425 -1.391 -3.384 0.408
H -0.042 1.694 4.490 0.331
C -0.349 -3.201 2.888 -1.100
H 2.025 -0.406 4.844 0.211
S 0.494 1.193 2.027 -0.708
H -0.804 -0.448 -4.232 0.383
H -1.012 -3.258 -1.941 0.294
C 3.014 -1.727 3.169 -1.332
H 3.521 -2.355 2.442 0.344
H 1.139 1.697 5.810 0.338
```

Kohn-Sham gap	0.2688	Eh
max |F|	0.4	eV/A
energy relative to the best compared isomer or geometry (same formula, charge and spin)	64.4	kJ/mol
LUMO energy	0.326	eV

=====

Record 2
Computed, not measured: a cluster of 2 separate species, C25H33N2O2 in total at a distorted geometry, with wB97M-V/def2-TZVPD.

The geometry in XYZ format:
```
62
Properties=species:S:1:pos:R:3:mulliken_charge:R:1
H 0.438 0.271 4.458 0.031
H -3.770 0.476 4.323 0.462
H 2.286 2.191 4.078 0.476
H -3.198 9.793 -1.056 0.341
H -1.137 6.583 1.708 0.722
H 2.526 -0.302 5.113 0.329
H 0.094 3.425 0.117 0.416
H -5.101 -2.251 2.333 0.322
H 0.574 -0.367 2.816 0.253
H -2.682 10.468 -2.637 0.253
C -0.939 6.552 -2.177 -0.634
C 2.234 -2.988 4.626 -0.722
C -0.409 5.507 -1.467 -0.585
H -0.966 6.578 -3.262 0.447
C 0.790 -0.594 3.881 0.006
C -3.406 -0.485 4.698 -1.096
H 0.317 -3.715 5.169 0.340
H 1.596 6.414 4.590 0.363
C 1.348 3.191 2.418 -0.609
H 2.399 -2.842 5.714 0.329
C 1.542 5.516 3.967 -0.753
C 0.150 4.383 0.657 -0.553
C -4.499 -1.378 2.627 -0.868
C -1.274 -1.733 4.442 1.032
C -1.452 7.685 -1.496 0.902
H -5.137 -0.479 2.594 0.305
C -1.447 7.723 -0.080 -0.376
C 2.298 -0.666 4.089 -0.673
O 2.865 -1.952 3.871 -0.391
C 1.924 4.274 4.505 0.777
H 0.606 -3.669 3.415 0.317
C -0.403 5.500 -0.034 0.246
C 0.843 4.416 1.888 0.747
C -3.568 -2.876 4.379 -1.109
H 1.251 2.290 1.816 0.369
H -1.688 -3.815 3.836 0.282
N -4.028 -1.579 3.965 0.108
H -1.556 10.506 -1.239 0.350
H -1.415 0.421 4.730 0.220
H -1.896 -3.527 5.570 0.324
C 1.097 5.601 2.657 -0.658
H -4.019 -3.032 5.376 0.253
H 2.213 5.054 6.484 0.381
C 0.741 -3.107 4.357 -0.525
H 2.755 -3.892 4.287 0.346
H 0.892 6.568 2.204 0.761
H -1.836 8.599 0.435 0.382
C -0.988 6.625 0.626 -0.829
H 1.969 3.304 6.421 0.360
C -2.351 9.936 -1.744 -0.795
H -3.972 -3.617 3.665 0.394
H 2.797 -0.017 3.355 0.194
H -3.676 -1.256 1.890 0.268
O -1.853 8.699 -2.285 -0.405
N 0.084 -1.806 4.308 0.156
H -3.688 -0.641 5.749 0.252
H 0.016 4.652 -1.997 0.374
H 3.510 3.991 5.928 0.330
C 1.895 3.135 3.687 -0.386
C 2.428 4.153 5.907 -1.440
C -2.039 -3.049 4.567 -0.455
C -1.927 -0.530 4.587 -0.657
```

Kohn-Sham gap	0.1323	Eh
max |F|	2.1	eV/A
net charge	+1
energy relative to the best compared isomer or geometry (same formula, charge and spin)	190.1	kJ/mol
LUMO energy	-5.446	eV

=====

Record 3
Computed, not measured: the molecule C25H33N3O3, with wB97M-V/def2-TZVPD.

The geometry in XYZ format:
```
64
Properties=species:S:1:pos:R:3:mulliken_charge:R:1
H 4.121 0.781 -1.699 0.444
C 1.840 -2.392 -2.921 -0.808
H 3.067 3.078 -1.217 0.305
H 1.703 -2.590 -3.974 0.418
C -0.589 -0.885 0.628 0.078
C 2.300 -1.591 1.258 -0.771
H 0.943 2.316 -1.957 0.542
H -7.225 2.461 0.271 0.318
H -8.384 -0.916 -0.908 0.354
H 3.234 -1.993 1.657 0.585
N -4.278 -0.737 0.959 -0.010
C 5.454 0.008 -0.225 -1.217
C 0.456 1.056 -0.332 0.660
H 1.931 0.839 -1.914 0.158
H -7.429 2.691 -1.474 0.385
C -6.932 0.676 -0.903 0.575
H 3.457 -3.776 -2.709 0.438
O -6.166 0.010 0.113 -0.480
C 3.874 1.915 1.451 -0.917
N 3.478 1.484 0.122 0.923
H -6.501 0.408 -1.876 0.325
H 4.412 1.090 1.923 0.505
H 5.202 2.002 -1.012 0.422
O -0.225 1.786 0.359 -0.677
H -3.391 -2.319 2.849 0.394
N 0.377 -0.302 -0.238 0.792
C 4.730 3.185 1.525 -1.378
C 2.191 -1.889 -0.204 0.193
C -6.844 2.187 -0.710 -1.361
H 2.298 -0.510 1.405 -0.156
C -2.936 -1.056 1.172 0.662
C -8.361 0.164 -0.792 -1.401
H -2.149 0.123 -0.424 0.775
H 1.283 -2.045 3.091 0.581
H -1.057 -2.931 3.251 0.434
C 2.547 2.391 -0.530 -1.475
C -0.253 -1.759 1.661 0.650
C 1.136 -2.226 2.022 -1.503
H 5.691 3.036 1.038 0.280
H 4.222 4.019 1.045 0.282
C -2.612 -1.918 2.217 -0.779
C 1.210 -1.218 -0.930 -0.420
H -8.770 0.418 0.182 0.332
H -4.929 -1.034 1.673 0.204
C -1.296 -2.258 2.440 -1.464
C 1.025 -1.474 -2.281 0.185
H 3.755 -3.342 -0.306 0.462
O -4.278 0.269 -1.107 -0.639
C 4.574 1.127 -0.766 -0.709
C -1.916 -0.549 0.384 -0.348
H -8.974 0.617 -1.565 0.407
H 2.952 2.073 2.019 0.546
H 1.174 -3.312 1.872 0.554
H 0.248 -0.953 -2.821 0.493
C 2.991 -2.813 -0.858 -0.817
C 1.473 1.616 -1.308 -0.530
C -4.839 -0.106 -0.111 0.565
H 6.123 -0.334 -1.011 0.427
H -5.809 2.509 -0.791 0.349
H 2.036 2.991 0.226 0.655
H 4.837 -0.826 0.094 0.136
H 4.910 3.443 2.565 0.447
H 6.061 0.344 0.612 0.328
C 2.823 -3.059 -2.210 -0.708
```

Kohn-Sham gap	0.3296	Eh
max |F|	0.7	eV/A
energy relative to the best compared isomer or geometry (same formula, charge and spin)	123.0	kJ/mol
LUMO energy	0.815	eV

=====

Record 4
Computed, not measured: a structure of composition C25H34BClN6Re at a distorted geometry, with wB97M-V/def2-TZVPD.

The geometry in XYZ format:
```
68
Properties=species:S:1:pos:R:3:mulliken_spin:R:1
N -0.488 1.903 0.335 -0.001
C -1.222 3.994 0.468 -0.001
H -0.889 1.103 -3.308 0.006
H 3.192 -0.866 -1.150 -0.005
H 2.149 1.031 4.293 0.001
C -0.693 1.348 -2.264 0.042
Cl 4.877 -4.033 -0.904 -0.006
H -1.190 -2.293 -0.464 -0.013
H 5.693 1.006 -0.903 0.000
H -1.033 3.984 2.698 0.000
H -1.604 4.968 0.218 0.000
H 3.669 0.447 -2.233 0.001
B -0.228 1.106 2.702 -0.035
H 3.506 2.010 -0.276 0.000
N -1.422 -0.450 1.092 0.024
H 2.076 0.463 -1.520 0.046
H 3.389 -3.143 -3.125 0.000
H -2.343 -0.048 4.154 -0.001
H 5.430 -0.307 0.249 0.000
H -0.647 3.463 -2.439 -0.001
H -2.889 -1.137 -1.075 -0.002
C -2.299 -0.327 3.114 0.037
C 3.133 0.200 -1.316 -0.031
C 1.357 -2.571 0.138 -0.020
H -1.264 0.537 -1.711 -0.001
C 2.811 -2.948 -2.233 0.000
H -5.394 -0.951 0.638 0.000
H -3.272 2.110 -1.620 0.000
H -4.186 -1.340 2.612 0.002
C -0.935 3.509 1.735 0.017
C -3.647 -2.965 -0.187 0.002
H -5.335 -1.046 -1.116 0.000
H -4.388 -3.237 0.565 0.000
C -2.672 -1.000 1.041 0.010
H -4.659 0.360 -0.285 0.000
C 5.193 0.735 0.026 0.001
H -0.374 1.501 3.815 0.001
C 2.937 0.625 1.149 0.005
C 3.335 -3.315 -0.969 -0.019
N -1.243 0.001 2.375 0.017
N 1.200 0.623 2.466 0.011
N 1.603 0.421 1.183 -0.001
C 2.268 0.832 3.241 0.004
H 0.747 -2.509 1.032 -0.013
C 3.400 0.809 2.451 0.001
Re 0.086 0.041 -0.247 0.952
C 1.590 -2.349 -2.297 -0.016
C -3.433 -1.447 -0.181 -0.003
C 3.688 0.940 -0.117 -0.006
H 1.169 -2.075 -3.256 0.000
H 4.412 0.991 2.763 0.000
C 2.630 -3.107 0.211 0.027
H 0.404 1.289 -2.170 0.016
C -0.957 2.938 -0.394 0.010
H -2.741 -3.529 0.036 -0.001
H -4.024 -3.290 -1.156 0.000
H 5.610 1.358 0.814 0.000
C -1.200 2.721 -1.857 -0.014
N -0.522 2.245 1.644 -0.001
H -2.880 2.730 -3.234 -0.001
C 0.812 -2.176 -1.112 0.041
H -3.059 3.842 -1.879 0.000
C -2.695 2.858 -2.168 0.002
C -4.784 -0.722 -0.234 0.002
C -3.219 -0.973 2.317 0.018
H -1.021 -1.694 -2.157 0.003
C -0.563 -1.775 -1.176 -0.108
H 3.049 -3.419 1.156 0.000
```

2S+1	2
Kohn-Sham gap (alpha / beta)	0.2630 / 0.2589	Eh
max |F|	1.2	eV/A
net charge	+2
LUMO energy (alpha / beta)	-7.597 / -7.665	eV

=====

Record 5
Computed, not measured: a structure of composition C25H34CaGeN3O8S2, with wB97M-V/def2-TZVPD.

The geometry in XYZ format:
```
74
Properties=species:S:1:pos:R:3:mulliken_charge:R:1
H 2.445 -0.301 4.644 0.127
O 0.036 -1.420 -0.636 -0.710
C -3.146 -2.332 4.207 -0.014
H 0.589 4.002 4.032 0.297
C -2.338 4.649 -4.913 0.039
C -1.611 2.308 -2.051 1.154
H 3.620 2.978 -2.795 0.454
H -3.954 1.656 -3.180 0.446
H -0.773 -3.895 2.646 0.510
C -1.694 4.067 -3.839 -0.283
C 2.614 2.703 -2.478 -1.189
H 3.462 -4.891 3.701 0.414
C 1.691 -0.769 -2.156 0.479
C 0.490 3.003 4.460 -1.486
C -1.822 -2.107 4.929 -0.744
H 1.995 -3.157 -2.974 0.469
C -0.087 -3.281 2.052 -0.805
N 1.602 0.542 -1.751 0.005
H -3.484 -4.353 4.915 0.315
O -0.616 6.163 -5.183 -0.613
C -3.555 4.196 -5.395 -0.505
H -0.037 -0.872 4.856 0.354
H -0.333 -3.430 1.000 0.419
H 3.858 -3.187 3.477 0.291
C -0.962 -1.015 4.294 -0.568
C 3.222 -3.878 4.034 -1.580
H 2.441 3.067 -1.468 0.251
H 2.031 -3.077 1.720 0.130
O 1.013 -3.004 -1.878 -0.893
H -2.032 -1.850 5.974 0.538
O -0.495 2.751 -1.687 -0.829
H -4.947 -3.546 4.351 0.387
H 3.727 0.635 -4.094 0.207
H -1.480 -0.052 4.293 0.523
H 3.486 -3.801 5.090 0.405
H 2.516 1.400 5.105 0.351
C 3.140 -1.979 -4.002 0.490
Ge -0.488 -1.395 2.429 0.037
S 1.376 -0.200 1.950 -0.223
O -2.191 1.327 -1.518 -1.124
O 2.689 -3.178 -3.748 -0.585
H 1.549 -2.536 4.130 -0.419
H -1.265 -3.051 4.958 0.104
C 2.595 -0.872 -3.176 -0.254
N -1.704 5.802 -5.582 1.038
C -2.295 2.980 -3.220 0.095
Ca -0.291 0.873 -0.154 1.363
C -4.143 3.111 -4.766 -0.515
H -0.474 2.979 4.973 0.262
H 3.482 0.796 3.759 0.307
H -4.015 4.688 -6.239 0.480
S -0.828 2.245 2.213 -0.430
O 3.963 -1.722 -4.860 -0.675
H -1.623 -0.922 1.495 -0.048
N 3.047 0.406 -3.386 0.023
C 1.753 -3.557 3.792 0.724
H -4.241 -3.110 5.909 0.324
C 2.510 0.720 4.256 -1.349
H 1.119 -4.213 4.401 0.255
H 1.514 -4.724 2.004 0.558
O -2.307 6.329 -6.498 -0.640
C -3.515 2.507 -3.685 -0.439
C 0.848 -1.820 -1.504 0.627
C 2.422 1.229 -2.515 0.078
C -4.005 -3.394 4.880 -1.420
H 1.281 2.860 5.195 0.396
H -3.691 -1.385 4.155 0.327
H 1.887 3.194 -3.125 0.106
C 1.357 -3.689 2.327 -0.864
H -5.092 2.736 -5.123 0.383
H -2.956 -2.624 3.169 0.143
C 0.485 1.985 3.345 1.028
H -0.749 4.442 -3.478 0.516
C 1.387 0.988 3.289 -0.019
```

Kohn-Sham gap	0.2265	Eh
max |F|	0.1	eV/A
net charge	-1
energy relative to the best compared isomer or geometry (same formula, charge and spin)	0.0	kJ/mol
LUMO energy	1.477	eV

=====

Record 6
Computed, not measured: a structure of composition C25H34CrN3O4Si, with wB97M-V/def2-TZVPD.

The geometry in XYZ format:
```
68
Properties=species:S:1:pos:R:3:mulliken_spin:R:1
C 2.180 -0.229 1.639 -0.016
H -4.067 4.392 0.612 0.000
C 1.453 -1.977 -1.609 -0.023
H 3.942 0.395 -1.366 0.000
H 4.023 0.019 2.738 0.000
H 0.519 2.836 1.778 -0.001
C -4.385 0.710 -0.369 0.045
H 2.880 -2.059 2.547 0.000
C -3.183 2.447 0.581 0.051
C -4.168 3.373 0.269 0.001
H -6.283 1.163 -1.230 0.000
H 2.287 2.901 1.807 0.000
C -1.698 -4.814 -0.297 0.008
H 3.802 -0.950 -2.497 0.001
C 1.353 0.035 2.906 -0.017
C -1.800 -2.584 -1.106 0.061
H 0.361 -0.425 2.854 0.021
C 1.401 3.071 1.192 -0.007
H 1.757 -0.501 -3.654 0.000
Si 1.132 0.374 0.079 -0.051
O -1.873 3.785 2.039 0.009
C 3.547 0.434 1.842 0.001
C 3.469 -0.571 -1.523 -0.005
O -1.345 1.615 1.780 -0.014
H 0.382 0.243 -2.836 -0.001
H -6.054 3.617 -0.722 0.001
H 2.073 -2.514 -2.338 0.000
C 1.468 0.134 -2.808 -0.004
C -1.068 -2.958 1.043 0.063
C -1.995 -3.933 -1.333 0.013
O -3.670 -1.318 0.505 0.027
N -1.326 -2.104 0.048 -0.163
H 1.525 -2.316 1.452 0.005
H 2.892 3.791 -0.789 0.000
H -0.717 -2.527 1.975 -0.024
C -1.232 -4.324 0.921 -0.009
C -4.464 -0.819 -0.340 0.005
H 1.370 4.145 0.975 0.000
N -2.017 -7.369 -0.623 0.006
C -5.405 1.569 -0.751 0.002
H 1.905 1.114 -2.980 0.001
N -3.281 1.183 0.194 -0.056
H 3.132 -2.026 0.806 0.001
C -1.879 -6.236 -0.481 -0.002
H 1.187 1.094 3.087 0.001
H 3.677 2.343 -0.172 0.002
H 1.869 -0.383 3.779 0.001
C 2.438 -1.740 1.596 -0.010
H 0.434 -2.013 -1.986 0.001
C 1.934 -0.520 -1.499 -0.036
H 3.470 1.509 1.990 0.000
H -0.612 2.748 -0.624 0.034
H 0.534 3.977 -1.142 0.001
H -1.009 -4.979 1.748 -0.002
H -2.385 -4.276 -2.278 -0.001
H 1.483 -2.535 -0.676 -0.003
Cr -1.473 -0.095 0.630 4.124
C -2.024 2.677 1.545 -0.007
H 3.861 -1.256 -0.769 -0.002
H -2.052 -1.858 -1.869 -0.009
C -5.270 2.921 -0.447 0.003
H 4.224 0.259 1.007 0.000
O -5.261 -1.383 -1.091 0.004
C 2.829 2.697 -0.758 -0.004
H 2.959 2.345 -1.780 -0.001
H 0.382 2.472 -2.041 -0.001
C 0.383 2.897 -1.041 0.003
C 1.479 2.305 -0.137 -0.025
```

2S+1	5
Kohn-Sham gap (alpha / beta)	0.2330 / 0.2234	Eh
max |F|	1.0	eV/A
net charge	-1
LUMO energy (alpha / beta)	1.687 / 1.599	eV